The following is a quantum chemistry calculation of a cluster of 14 separate species, C53H87Cl4F7N3O26S4 in total, from the Open Molecules 2025 dataset.

- Highest occupied orbital energy: -6.170 eV
- E_tot: -226523.7980 eV
- Multiplicity: 1
- Orbital gap: 6.8 eV
- Charge: -1
- Max |F|: 8.3 eV/A
- M: 1585.34 g mol⁻¹

Element x y z (Å)
H1 -6.87 -0.99 1.21
Cl1 6.07 3.27 -3.20
H2 -5.45 1.53 -5.95
C1 2.95 3.10 -12.71
H3 -1.05 -3.19 -9.25
H4 1.61 1.12 -0.66
C2 5.54 -1.51 -3.94
H5 -7.41 0.46 0.44
C3 2.05 3.55 -10.51
H6 -7.82 -0.47 6.22
C4 2.27 -1.94 3.10
C5 1.33 0.07 -0.66
C6 8.97 -2.05 7.73
F1 1.21 5.28 -1.90
O1 4.92 -8.80 0.34
H7 -9.86 -0.75 0.40
C7 -6.34 -1.50 -1.28
C8 -5.06 4.93 1.48
O2 3.55 6.91 1.42
C9 0.09 -0.17 -1.59
C10 4.41 -5.26 8.67
O3 -3.46 8.06 2.26
O4 -5.28 -1.30 -0.70
C11 8.10 -0.73 -0.02
F2 -0.87 4.48 4.89
H8 -6.03 2.65 -3.70
C12 -9.05 -1.06 1.06
Cl2 -1.32 0.17 10.67
C13 -1.48 -3.63 -8.35
C14 -4.90 -1.37 4.92
H9 4.75 -5.92 9.47
H10 -1.63 -4.68 -8.57
H11 -0.49 -4.30 -6.50
C15 -0.07 0.47 1.43
H12 5.04 -2.47 -4.06
H13 -6.68 -1.58 -8.23
H14 -9.09 -2.14 1.14
H15 3.21 -0.30 0.85
C16 -0.45 -3.49 -7.22
H16 -0.10 0.28 2.50
C17 -1.80 -0.95 9.34
C18 0.21 0.48 -3.00
H17 1.66 -10.15 2.60
F3 -1.25 7.18 8.78
F4 -6.55 -4.59 5.15
O5 -6.51 -2.18 -2.41
C19 -5.08 8.78 0.22
O6 1.17 6.94 2.28
H18 -6.13 9.82 -1.42
H19 3.62 -0.24 3.30
F5 -3.54 2.44 -7.59
H20 5.66 4.81 -1.44
O7 6.89 -0.94 -0.77
C20 3.82 2.13 -12.19
C21 -5.38 -2.73 -3.07
H21 4.12 -3.59 9.92
N1 1.16 -0.32 0.83
O8 5.85 -1.19 -2.54
C22 2.38 -8.42 3.77
H22 9.58 -2.86 7.36
C23 -5.10 -2.69 4.80
C24 0.96 -2.28 2.45
H23 8.66 -1.66 0.07
H24 2.23 -2.22 4.15
C25 -5.87 -0.51 5.41
O9 0.53 3.79 6.72
H25 -9.28 -0.67 2.05
H26 -0.78 0.31 -3.43
H27 7.28 0.65 1.51
C26 -4.67 4.22 -4.04
H28 3.32 -5.32 8.68
C27 -6.10 -2.48 -8.47
H29 -4.84 -1.89 -3.50
C28 7.77 -0.32 1.45
O10 1.99 7.34 -0.97
O11 -2.69 5.25 8.54
C29 -5.00 2.46 -5.64
O12 3.23 -9.29 1.66
H30 6.55 -8.72 -0.78
S1 2.29 6.26 1.57
O13 -5.00 7.49 0.69
F6 2.61 5.08 2.70
O14 6.04 -3.51 9.21
H31 5.24 -7.61 -1.28
F7 1.29 4.22 -9.61
H32 -4.88 3.94 1.89
C30 -3.26 4.10 -6.02
H33 3.25 -8.86 4.26
H34 4.79 -5.55 7.69
H35 0.39 1.55 -2.93
S2 -0.79 4.27 6.48
H36 -4.41 -3.36 4.30
H37 2.61 -7.39 3.51
C31 6.19 3.87 -1.51
S3 1.24 6.17 -0.54
C32 -7.62 -0.61 0.51
H38 -8.36 -2.83 5.79
H39 -3.92 -0.93 4.76
H40 0.57 -3.58 -7.60
H41 -5.67 0.55 5.55
O15 6.39 -2.78 7.02
C33 5.77 -8.06 -0.43
C34 -5.34 3.07 -4.42
H42 4.54 1.57 -12.76
H43 1.59 -2.36 0.41
H44 -6.94 8.38 -0.83
O16 7.95 -2.71 8.56
C35 2.06 3.80 -11.92
O17 -4.40 5.98 2.19
C36 -6.31 -3.25 5.14
H45 6.24 -1.45 -4.77
H46 4.61 1.23 -10.45
C37 7.03 -1.20 -2.01
O18 -0.30 4.99 9.22
H47 -1.01 0.20 0.95
H48 1.32 4.49 -12.31
H49 0.95 0.05 -3.66
H50 8.78 -0.02 -0.48
C38 -7.09 -1.12 5.78
H51 5.67 3.12 -0.91
H52 -3.18 5.64 -4.56
O19 -7.53 -1.16 -0.80
H53 -0.16 -1.22 -1.70
C39 -3.70 4.74 -4.87
H54 -4.83 4.73 -3.10
H55 -2.33 -1.81 9.76
H56 2.44 1.18 1.47
H57 9.61 -1.48 8.40
C40 2.07 -9.15 2.45
H58 1.44 -8.50 1.83
C41 2.61 -0.46 2.96
H59 8.67 -0.30 2.08
H60 2.13 -0.55 -1.05
H61 -0.82 0.33 -1.24
C42 3.90 1.96 -10.81
H62 0.83 -3.36 2.50
C43 -5.96 8.81 -1.06
O20 -0.18 6.26 -0.33
H63 -6.03 -2.36 -9.55
S4 -1.30 5.57 8.32
O21 8.06 -1.34 -2.70
H64 7.21 -1.10 1.95
H65 4.97 -0.63 -4.25
H66 -0.10 -2.04 0.52
O22 -4.71 -2.45 -8.05
C44 -3.95 2.98 -6.41
O23 3.26 -7.19 0.68
C45 4.68 -3.82 9.02
C46 0.85 -1.81 0.99
H67 0.13 -1.81 3.00
H68 -6.12 5.17 1.50
H69 6.22 -7.29 0.20
O24 -3.83 -3.54 -9.82
H70 2.08 0.10 3.73
N2 -0.93 5.96 6.87
N3 1.97 5.16 0.26
H71 4.20 -3.16 8.30
H72 1.51 -8.52 4.41
O25 -1.93 3.30 6.81
Cl3 -0.43 -1.61 8.48
H73 2.89 2.38 -8.94
H74 3.06 -2.54 2.65
H75 0.17 1.50 1.18
C47 6.76 -2.94 8.17
H76 3.00 3.15 -13.79
H77 -2.38 4.43 -6.54
C48 -3.76 -3.04 -8.71
H78 -5.84 -3.32 -3.87
H79 -4.07 9.00 -0.15
H80 -4.67 -3.24 -2.43
H81 -4.70 4.87 0.45
C49 -7.36 -2.47 5.59
H82 -5.30 9.54 0.97
C50 3.75 -8.32 0.87
C51 2.45 0.09 1.53
C52 2.98 2.64 -9.98
O26 -2.66 -3.02 -7.94
H83 -0.45 -2.58 -6.63
H84 8.62 -1.31 7.01
Cl4 7.89 3.91 -0.90
H85 -5.47 8.20 -1.81
H86 -2.40 -0.34 8.67
H87 -6.61 -3.36 -8.07
C53 -4.19 7.23 1.75